[1]
54
Properties=species:S:1:pos:R:3:forces:R:3:mulliken_charge:R:1 method="wB97M-V/def2-TZVPD" mol_weight_g_mol=386.448 max_force_ha_per_bohr=0.016 smiles="CCOc1ccc2[nH]c(=O)c(CN(C[C@H]3COCCO3)C(=O)C3CC3)cc2c1" orbital_gap_ev=8.272
C 4.38008 2.74989 -3.06784 0.002 -0.399 -0.118 -1.036
C 4.88317 1.31863 -3.22964 0.145 0.331 0.213 -0.411
O 4.13392 0.58061 -4.17607 -0.039 -0.090 -0.220 -0.456
C 2.90910 0.09856 -3.84398 -0.251 -0.110 0.059 0.312
C 2.31517 0.17297 -2.59841 0.228 0.026 -0.205 0.013
C 1.05011 -0.38768 -2.38174 -0.148 -0.255 -0.620 -0.160
C 0.38036 -1.02992 -3.43674 0.627 0.396 0.299 -0.436
C 0.98628 -1.10080 -4.69371 0.038 0.046 0.084 -0.698
C 2.22540 -0.54632 -4.89062 0.055 0.098 0.190 -0.771
H 2.70844 -0.59330 -5.85329 0.043 -0.016 -0.127 0.447
H 0.47374 -1.59345 -5.50645 -0.042 -0.057 -0.114 0.368
N -0.85509 -1.57408 -3.20219 -0.305 -0.209 -0.211 -0.056
C -1.52776 -1.55662 -2.00340 0.197 0.007 -0.302 -0.208
O -2.62362 -2.07961 -1.89740 -0.261 -0.060 0.201 -0.729
C -0.82164 -0.87922 -0.91662 0.170 0.208 0.190 0.769
C 0.39706 -0.33270 -1.11224 -0.470 -0.207 0.116 0.704
H 0.90966 0.15957 -0.29695 0.011 0.060 0.139 0.429
C -1.56387 -0.84993 0.39567 -0.027 -0.287 -0.192 -1.907
N -0.86204 -0.16348 1.45160 -0.140 0.155 -0.038 0.727
C 0.10050 -0.73580 2.22297 0.055 -0.185 -0.057 0.423
O 0.64142 -0.11849 3.12511 0.181 -0.001 0.277 -0.689
C 0.43708 -2.15886 1.91306 0.177 0.019 -0.006 -0.045
C -0.01469 -3.19955 2.90896 -0.089 -0.172 0.063 -0.747
C 1.42913 -2.84145 2.80973 0.061 0.059 0.010 -0.597
H 1.85256 -2.24064 3.59979 -0.051 0.099 0.016 0.235
H 2.11334 -3.54749 2.36521 -0.046 -0.071 -0.114 0.278
H -0.34763 -4.15230 2.52519 0.009 -0.034 -0.075 0.287
H -0.56395 -2.85521 3.77210 -0.001 0.104 0.071 0.214
H 0.43121 -2.42871 0.86635 -0.028 -0.096 0.024 0.552
C -1.18093 1.23239 1.65880 -0.206 0.476 0.308 -1.362
C -2.47947 1.43682 2.46657 0.137 -0.274 -0.060 0.578
C -2.43383 0.68926 3.81303 0.135 0.030 -0.104 -0.561
H -2.78007 -0.33765 3.68964 0.131 0.022 -0.029 0.294
O -3.31521 1.29287 4.72909 -0.244 -0.038 -0.007 -0.475
C -2.90687 2.60144 5.07472 0.028 0.172 -0.050 -0.452
H -3.82121 3.12975 5.35302 0.109 0.015 0.006 0.353
C -2.20363 3.29534 3.89415 0.079 -0.072 0.215 -0.427
H -1.11812 3.13404 3.94844 -0.067 0.059 -0.002 0.242
O -2.71157 2.82222 2.66779 -0.104 0.028 -0.201 -0.468
H -2.39944 4.36815 3.90380 0.109 -0.053 0.094 0.366
H -2.22972 2.56866 5.94238 -0.076 0.059 -0.073 0.287
H -1.40943 0.67521 4.20948 -0.068 -0.055 -0.052 0.417
H -3.34220 1.09162 1.88420 0.087 -0.021 0.087 0.227
H -0.34917 1.67750 2.21165 -0.134 0.019 -0.120 0.501
H -1.27822 1.73677 0.69347 0.012 -0.026 0.013 0.246
H -2.52385 -0.35248 0.22910 0.030 -0.114 0.078 0.388
H -1.80127 -1.87662 0.69245 -0.053 0.122 -0.038 0.583
H -1.33155 -2.03672 -3.96767 -0.015 0.052 0.210 0.199
H 2.79984 0.65278 -1.76315 0.098 0.085 0.061 0.594
H 4.90519 0.79858 -2.26427 0.030 -0.016 -0.102 0.340
H 5.89742 1.32693 -3.63811 -0.117 -0.044 0.135 0.325
H 3.36057 2.76614 -2.69057 -0.067 0.063 0.051 0.335
H 4.39766 3.25674 -4.02928 0.009 0.070 -0.063 0.308
H 5.02161 3.28615 -2.37424 0.052 0.086 0.088 0.352

***

[2]
20
Properties=species:S:1:pos:R:3:forces:R:3:mulliken_charge:R:1 method="wB97M-V/def2-TZVPD" mol_weight_g_mol=120.152 max_force_ha_per_bohr=0.056 smiles="CC(C)NC(N)=O.O" orbital_gap_ev=10.226
C -1.80103 0.53753 -2.15258 0.219 -1.596 -0.163 -1.373
C -0.88323 0.64073 -0.91663 0.866 0.619 1.601 0.202
C 0.57043 1.13189 -1.29318 -1.647 -0.152 1.245 -1.123
N -0.94202 -0.39169 0.17663 0.958 -1.469 -2.260 -0.353
C -0.44785 -1.70110 -0.24761 -0.620 2.393 1.333 0.560
N -1.07037 -2.71253 0.40863 -0.567 -0.166 0.331 -0.383
O 0.48585 -1.75121 -1.00233 0.109 -0.976 -0.554 -0.571
H -1.29888 0.28366 -3.09746 0.551 1.130 0.145 0.391
H -2.34874 -0.40793 -2.17442 -0.864 0.249 0.860 0.378
H -2.44711 1.42560 -2.20275 0.156 -0.554 -0.356 0.296
H -1.25835 1.47316 -0.33677 -0.283 0.533 -0.128 0.391
H 0.98124 1.76413 -0.49370 -0.183 -0.210 -0.094 0.260
H 0.23619 1.77683 -2.09027 1.184 0.252 -0.825 0.375
H 1.26836 0.32157 -1.46772 -0.171 0.157 -0.707 0.293
H -1.79764 -0.37127 0.71055 -0.096 -0.087 -0.174 0.275
H -0.93839 -3.69450 0.25136 0.407 0.119 -0.290 0.226
H -1.89334 -2.45343 0.92171 -0.016 -0.241 0.037 0.158
H 3.81091 2.94750 3.27124 -0.095 0.044 0.892 0.325
H 3.98618 2.83546 4.83382 0.238 -0.150 -0.187 0.320
O 3.42696 3.18360 4.13740 -0.146 0.106 -0.707 -0.645

***

[3]
104
Properties=species:S:1:pos:R:3:forces:R:3:mulliken_charge:R:1 method="wB97M-V/def2-TZVPD" mol_weight_g_mol=593.851 max_force_ha_per_bohr=0.009 smiles="CCCCCCCCCCCCN(COCCC)C(=O)O.CNC(C)=O.CNC(C)=O.CNC(C)=O.CNC(C)=O" orbital_gap_ev=9.794
C 0.61607 -5.23005 -2.38659 -0.164 -0.157 -0.060 -1.078
C 1.52539 -4.52919 -3.38651 0.173 -0.002 0.003 -0.557
C 2.60318 -3.62838 -2.74428 0.261 -0.194 -0.080 -0.166
C 2.80350 -2.27366 -3.44660 -0.336 -0.013 0.323 -0.983
C 2.01165 -1.12210 -2.79512 -0.126 -0.106 -0.032 -0.524
C 0.64126 -1.52124 -2.24396 -0.035 0.210 0.063 0.606
C -0.23855 -0.33313 -1.85902 0.045 -0.048 -0.035 -0.605
C -1.54816 -0.80489 -1.23799 -0.212 -0.025 -0.212 0.036
C -2.59151 0.29545 -1.01169 0.133 -0.054 0.163 -0.995
C -4.02432 -0.22848 -1.08711 -0.161 0.225 0.063 0.430
C -4.32697 -1.41341 -0.17443 -0.058 -0.116 -0.070 -0.384
C -5.63984 -2.09429 -0.55601 0.295 -0.027 -0.091 -1.242
N -5.45315 -2.89076 -1.79468 -0.344 0.013 0.118 0.725
C -6.44245 -2.66723 -2.84609 0.069 0.082 -0.057 -1.005
O -6.02304 -1.69838 -3.76914 -0.040 0.103 0.034 -0.260
C -4.84925 -2.05266 -4.48151 0.003 -0.069 -0.094 -0.013
C -4.58869 -1.03712 -5.58733 0.061 0.032 0.260 -0.607
C -4.76354 0.40574 -5.11396 0.161 -0.004 -0.108 -0.895
C -5.31038 -4.28526 -1.50564 0.093 0.194 -0.049 0.373
O -6.14664 -4.98596 -1.02167 -0.193 -0.138 0.117 -0.591
O -4.10707 -4.76049 -1.83993 0.245 -0.131 -0.059 -0.504
H 1.18930 -5.85156 -1.69424 -0.015 0.090 -0.011 0.277
H -0.09409 -5.88072 -2.90716 0.035 0.021 0.049 0.424
H 0.04288 -4.52042 -1.78456 0.121 0.000 -0.030 0.102
H 2.04240 -5.28849 -3.98450 -0.145 0.042 -0.053 0.433
H 0.92252 -3.95465 -4.09748 0.002 0.024 0.097 0.327
H 3.55054 -4.17812 -2.78014 -0.058 0.054 0.055 0.471
H 2.39145 -3.48593 -1.68129 -0.022 0.029 -0.110 -0.001
H 3.86501 -2.01690 -3.42769 -0.034 0.060 -0.190 0.333
H 2.48967 -2.36812 -4.49183 0.172 -0.015 0.007 0.361
H 1.86085 -0.32491 -3.53203 0.163 0.051 0.096 0.352
H 2.60576 -0.70706 -1.97271 -0.050 0.091 -0.049 0.242
H 0.77425 -2.13547 -1.34644 -0.041 -0.135 -0.186 -0.360
H 0.10341 -2.12310 -2.98714 0.043 -0.046 0.082 0.043
H 0.28450 0.32940 -1.16501 -0.040 -0.022 -0.029 -0.323
H -0.46952 0.27296 -2.74565 0.055 -0.058 0.018 0.610
H -1.34999 -1.33700 -0.30077 0.048 0.005 -0.060 0.207
H -1.98913 -1.55203 -1.91976 0.048 0.020 0.049 -0.050
H -2.42580 0.77586 -0.04173 0.088 -0.002 -0.075 0.294
H -2.44507 1.07794 -1.76429 -0.091 -0.029 0.047 0.487
H -4.72145 0.57182 -0.80347 0.065 0.001 -0.136 0.426
H -4.27299 -0.48013 -2.12496 0.069 -0.141 0.112 -0.672
H -4.35867 -1.07986 0.86891 -0.025 -0.041 -0.045 0.388
H -3.54926 -2.18143 -0.23697 0.067 0.120 0.056 0.158
H -6.41108 -1.34396 -0.74804 -0.010 -0.064 0.043 0.493
H -5.98007 -2.75945 0.24324 -0.127 0.116 -0.026 0.449
H -6.63959 -3.61676 -3.36057 0.063 0.004 0.044 0.444
H -7.37909 -2.28864 -2.42768 0.034 -0.057 -0.066 0.332
H -3.98755 -2.08190 -3.80043 -0.105 0.016 0.026 -0.076
H -4.98271 -3.06016 -4.90376 0.110 0.037 0.018 0.448
H -5.23038 -1.24887 -6.44587 0.015 0.077 0.027 0.322
H -3.54715 -1.17252 -5.89787 -0.134 -0.096 -0.145 0.309
H -4.14817 0.59309 -4.22808 -0.106 0.002 -0.029 0.065
H -5.80256 0.62405 -4.86961 0.064 -0.014 0.042 0.258
H -4.43266 1.10086 -5.89026 -0.081 -0.043 0.047 0.415
H -3.58287 -4.02007 -2.17519 -0.021 0.013 -0.023 0.374
C 1.16482 4.21788 0.81253 -0.054 -0.028 0.052 -1.545
C 1.18989 2.71774 0.64570 -0.019 0.047 -0.040 0.947
O 0.20295 2.09286 0.27807 -0.007 0.059 0.147 -0.615
N 2.35428 2.08268 0.91852 0.062 0.018 0.022 0.063
C 3.61297 2.64962 1.37990 -0.190 -0.147 -0.122 -0.994
H 0.16911 4.56602 0.55078 -0.007 -0.028 -0.047 0.266
H 1.38703 4.50859 1.84076 0.040 0.068 -0.028 0.401
H 1.88851 4.69758 0.15295 0.028 0.021 0.033 0.383
H 2.31355 1.08673 0.77135 0.008 -0.006 -0.010 0.091
H 4.40384 2.45334 0.65411 0.037 0.045 0.024 0.272
H 3.90939 2.21917 2.33168 0.044 0.033 0.035 0.403
H 3.51267 3.72302 1.50285 0.008 0.014 0.025 0.306
C 0.84446 -4.95657 2.54135 0.023 -0.016 -0.034 -1.550
C 1.18634 -3.77016 1.67008 -0.067 0.050 0.024 0.880
O 1.41352 -3.89176 0.47777 0.033 -0.010 0.049 -0.554
N 1.22272 -2.54681 2.26108 0.019 0.008 0.039 -0.026
C 0.97592 -2.20833 3.64792 0.017 0.053 -0.110 -0.947
H 0.85379 -5.84410 1.91684 0.006 0.009 -0.025 0.288
H 1.57298 -5.07615 3.34400 -0.024 0.002 0.029 0.415
H -0.14531 -4.84331 2.98481 0.009 0.001 0.032 0.394
H 1.44584 -1.79885 1.62327 -0.029 0.010 -0.016 0.068
H 0.13403 -1.51958 3.73487 -0.017 -0.017 0.018 0.289
H 1.85286 -1.73689 4.09465 0.002 -0.022 0.026 0.299
H 0.74416 -3.10380 4.21494 -0.004 -0.009 0.020 0.370
C 7.88960 1.76196 4.81710 -0.037 -0.022 -0.007 -1.299
C 7.13794 2.55469 3.77293 -0.001 -0.012 0.027 0.751
O 6.02960 2.22111 3.38579 0.048 -0.011 0.015 -0.578
N 7.74209 3.66384 3.27466 0.052 0.030 -0.007 -0.147
C 9.04189 4.20823 3.61224 -0.109 0.019 -0.072 -0.843
H 7.27209 0.91766 5.10581 -0.021 0.003 -0.015 0.279
H 8.83645 1.39293 4.42183 0.022 0.015 0.024 0.362
H 8.09504 2.37130 5.69768 0.036 -0.002 0.000 0.361
H 7.18926 4.14955 2.58617 -0.011 0.005 -0.001 0.215
H 8.94690 5.21910 4.01167 0.018 -0.006 0.031 0.283
H 9.68742 4.24460 2.73335 0.027 -0.019 0.015 0.282
H 9.52287 3.58970 4.36230 0.019 -0.002 0.012 0.322
C -0.32098 7.53473 5.15393 0.047 -0.001 -0.011 -1.420
C -0.08970 6.54075 4.03865 -0.058 -0.014 -0.001 0.934
O 1.03225 6.19689 3.70548 0.059 -0.005 0.007 -0.623
N -1.18568 6.03552 3.41385 -0.030 0.004 -0.005 -0.061
C -2.58162 6.32457 3.67219 0.078 -0.069 -0.068 -0.878
H 0.64747 7.83429 5.54124 0.017 -0.013 -0.015 0.314
H -0.84828 8.41683 4.78937 -0.029 -0.002 0.022 0.352
H -0.90569 7.08973 5.95958 -0.028 0.022 -0.001 0.354
H -0.96711 5.37545 2.68367 -0.003 -0.013 -0.002 0.104
H -3.11850 5.41922 3.95963 -0.012 0.013 0.029 0.287
H -3.06222 6.74157 2.78579 -0.011 0.028 0.016 0.289
H -2.67151 7.04456 4.47867 -0.015 0.012 0.012 0.334

***

[4]
40
Properties=species:S:1:pos:R:3:forces:R:3:mulliken_charge:R:1 method="wB97M-V/def2-TZVPD" mol_weight_g_mol=267.325 max_force_ha_per_bohr=0.028 smiles="Cc1ccc(C(C)C)c(OCNC(=O)OCCO)c1" orbital_gap_ev=9.366
C -4.24578 -0.15531 3.05073 0.643 -0.238 -0.117 -1.544
C -3.28995 -0.67575 2.00326 -0.357 0.163 0.140 0.806
C -2.92960 -2.01609 2.00486 0.506 0.141 -0.664 -1.074
C -2.03057 -2.49316 1.05157 -0.393 0.479 0.385 -0.416
C -1.45176 -1.66300 0.08597 -0.067 -0.417 -0.310 0.132
C -0.46312 -2.22440 -0.93764 0.603 0.135 0.912 1.317
C 0.80757 -1.34335 -1.00012 -0.538 0.146 -0.447 -1.336
C 0.01327 -3.63348 -0.58286 -0.277 0.053 -0.257 -1.925
C -1.84865 -0.32552 0.09161 -0.476 0.532 0.169 0.459
O -1.40448 0.56898 -0.87615 0.371 -0.456 -0.049 -0.473
C -0.69846 1.66633 -0.32410 -0.237 0.220 0.041 -0.692
N -0.06963 2.43153 -1.38180 -0.314 -0.149 0.497 -0.298
C 1.20870 1.97716 -1.78461 -0.331 0.002 0.334 0.386
O 1.40087 1.47982 -2.83659 0.366 -0.408 -1.319 -0.461
O 2.18532 2.12249 -0.85845 -0.292 0.819 0.363 -0.218
C 3.38433 2.73306 -1.32545 1.019 -0.229 -0.185 -0.409
C 4.58344 2.03023 -0.71333 0.372 0.126 0.320 -0.429
O 5.54075 3.01189 -0.31567 -0.106 0.156 -0.139 -0.523
C -2.76263 0.16320 1.03048 0.345 -0.719 0.044 -0.579
H -3.69179 -0.02695 3.97921 -0.050 0.110 0.186 0.302
H -4.66062 0.80515 2.76911 -0.233 0.067 -0.022 0.355
H -5.01862 -0.89242 3.23980 -0.292 0.084 0.008 0.392
H -3.34616 -2.69617 2.73068 -0.076 -0.075 0.136 0.392
H -1.79989 -3.54222 1.09372 0.175 -0.134 -0.110 0.212
H -0.91966 -2.25219 -1.92220 -0.203 0.077 -0.133 0.367
H 0.73275 -0.66899 -1.84325 0.188 0.137 -0.104 0.176
H 1.69965 -1.95041 -1.11374 0.139 -0.060 -0.040 0.579
H 0.90312 -0.74166 -0.10368 0.150 0.025 0.262 0.253
H 0.62015 -3.99135 -1.41013 0.114 -0.157 -0.025 0.467
H 0.63237 -3.61399 0.31064 0.052 -0.005 0.156 0.407
H -0.79516 -4.33896 -0.42442 -0.095 -0.166 -0.097 0.461
H -1.38787 2.34470 0.17421 -0.132 0.101 0.056 0.334
H -0.00083 1.30578 0.43524 0.202 -0.146 -0.001 0.427
H -0.01993 3.39553 -1.07840 0.124 0.030 -0.002 0.343
H 3.46549 2.68672 -2.40692 -0.343 -0.098 -0.153 0.335
H 3.44517 3.77906 -1.03038 -0.339 0.075 0.224 0.287
H 4.26320 1.45489 0.15134 -0.190 -0.130 0.054 0.326
H 5.05300 1.35969 -1.42891 -0.046 -0.210 -0.097 0.256
H 5.95887 2.73191 0.49882 0.087 -0.061 0.054 0.308
H -3.06285 1.19727 0.99755 -0.067 0.177 -0.066 0.294

***

[5]
45
Properties=species:S:1:pos:R:3:forces:R:3:mulliken_charge:R:1 method="wB97M-V/def2-TZVPD" mol_weight_g_mol=695.299 max_force_ha_per_bohr=0.006 total_charge=+2 orbital_gap_ev="7.448 / 6.610" spin_multiplicity=4
Au -0.29498 -0.29617 0.53578 0.141 -0.039 -0.171 1.001
N -3.75515 -1.73122 2.53416 0.000 0.006 -0.005 -0.357
C -2.58481 -1.24445 2.16985 0.017 -0.031 0.034 0.744
O -2.24848 -1.23548 0.96163 -0.051 0.075 -0.086 -0.689
C -1.65779 -0.67058 3.20821 -0.002 -0.002 0.031 -0.457
C -0.22090 -0.76662 2.77292 -0.043 0.070 -0.032 -1.236
H -4.40117 -2.05977 1.83079 0.011 0.004 0.008 0.266
H -4.04066 -1.75976 3.49941 0.001 0.003 -0.002 0.216
H -1.79254 -1.16466 4.17697 -0.009 -0.001 -0.012 0.396
H -1.95274 0.37279 3.35004 0.010 0.007 0.002 0.323
H 0.19895 -1.76583 2.68357 -0.013 -0.015 0.038 0.481
H 0.45310 -0.02728 3.18706 0.048 -0.020 0.019 0.484
C 7.78503 -3.12282 1.33115 0.042 0.022 0.042 -1.238
C 7.05216 -3.56392 0.07087 0.003 0.004 -0.086 -0.448
S 5.30507 -3.52342 0.34135 -0.077 0.204 0.012 1.275
O 4.89910 -2.12871 0.61838 0.009 -0.124 -0.117 -0.624
O 4.92135 -4.50122 1.30826 -0.039 -0.064 -0.038 -0.638
C 4.53028 -4.00199 -1.22042 0.023 -0.051 -0.021 -0.833
C 4.24768 -2.91541 -2.25945 0.093 -0.067 -0.038 -0.902
N 3.50688 -1.79225 -1.65304 0.060 0.075 0.018 0.304
C 2.17997 -1.81229 -1.33900 -0.191 -0.029 -0.085 0.349
N 1.86602 -0.80870 -0.48529 0.083 0.115 0.294 0.242
C 2.98183 -0.15151 -0.22521 -0.098 -0.045 -0.003 -0.724
C 4.04169 -0.78106 -0.93804 0.046 0.003 0.104 0.099
N 5.37360 -0.19954 -1.08350 0.025 -0.126 -0.221 1.188
O 5.51470 0.84982 -0.51467 0.042 0.035 0.072 -0.537
O 6.17413 -0.80387 -1.75956 0.040 0.063 0.052 -0.578
C 1.20391 -2.78281 -1.85369 0.029 0.017 -0.045 -1.610
H 8.85467 -3.19403 1.14419 0.001 0.014 0.013 0.385
H 7.54169 -3.76535 2.17482 -0.010 -0.016 -0.010 0.360
H 7.54778 -2.09208 1.58701 0.010 0.009 -0.005 0.349
H 7.27276 -4.60006 -0.19289 0.010 0.003 -0.001 0.421
H 7.26035 -2.91515 -0.78340 -0.018 0.000 0.016 0.368
H 3.61884 -4.50753 -0.89644 -0.023 0.041 0.025 0.375
H 5.16895 -4.76515 -1.66869 0.004 -0.004 0.024 0.593
H 3.62167 -3.31796 -3.05309 0.050 -0.046 0.001 0.392
H 5.15363 -2.51975 -2.70931 -0.099 -0.007 0.058 0.479
H 3.05855 0.72669 0.39536 -0.006 -0.017 0.046 0.685
H 1.41559 -3.06128 -2.88565 0.002 -0.001 0.008 0.446
H 0.20737 -2.34870 -1.79460 -0.004 -0.004 0.005 0.363
H 1.21611 -3.69323 -1.24497 0.012 -0.007 0.014 0.341
Cl 0.39323 0.94907 -2.95827 0.005 -0.029 -0.053 -0.259
Ge -0.18575 1.67588 -1.03022 -0.226 -0.144 0.071 0.623
Cl 1.42076 2.84420 -0.25699 0.095 0.123 0.034 -0.229
Cl -1.95091 2.81300 -1.13974 -0.006 -0.005 -0.011 -0.190